No. 1
46
Properties=species:S:1:pos:R:3:forces:R:3 method="wB97M-V/def2-TZVPD" smiles=OCC[C@H]1CN(Cc2ccn[nH]2)CCN1Cc1ccc(F)c(F)c1 e_tot_ha=-1154.954124 multiplicity=1
O 1.920919 2.603381 -1.364130 0.39 -0.08 -0.41
C 0.877917 3.400332 -0.865410 -0.53 0.25 0.03
C -0.348042 2.618196 -0.388791 0.56 -0.05 0.20
C -0.035856 1.657252 0.766972 -0.37 0.25 -0.03
C -1.336407 1.107318 1.380397 0.22 0.15 0.10
N -1.989691 0.217052 0.442159 -0.06 -0.01 0.06
C -3.309482 -0.192700 0.893609 0.12 0.11 -0.02
C -4.035387 -0.912526 -0.188953 -0.13 0.06 -0.12
C -4.422211 -0.503799 -1.447680 0.10 -0.02 0.29
C -5.047022 -1.623366 -2.014445 0.13 0.08 0.24
N -5.047460 -2.641040 -1.177145 -0.33 -0.81 -0.18
N -4.430173 -2.202626 -0.083126 0.11 0.34 0.09
C -1.124387 -0.914190 0.164916 0.25 0.00 -0.25
C 0.173782 -0.403422 -0.467812 -0.20 -0.20 0.03
N 0.855692 0.594881 0.332745 -0.01 -0.10 0.23
C 1.687471 0.024273 1.374951 0.00 0.02 0.00
C 2.891494 -0.647514 0.767234 0.08 -0.17 0.07
C 3.297553 -1.912685 1.166817 -0.05 0.13 0.00
C 4.411828 -2.510312 0.602692 0.19 0.11 -0.20
C 5.121879 -1.839598 -0.374671 -0.03 -0.07 0.07
F 6.201548 -2.421917 -0.928490 -0.12 0.19 -0.02
C 4.717958 -0.573046 -0.782272 -0.03 -0.01 0.05
F 5.408768 0.075553 -1.735998 0.00 -0.17 0.10
C 3.611270 0.024916 -0.213909 0.21 -0.18 -0.04
H 1.553478 1.974146 -1.994404 0.05 0.00 0.06
H 0.556284 4.122537 -1.632799 0.05 0.00 0.18
H 1.313756 3.959911 -0.033482 -0.07 0.04 -0.03
H -0.785549 2.062854 -1.218266 -0.11 0.05 -0.08
H -1.091128 3.340176 -0.047331 -0.11 0.04 -0.06
H 0.486918 2.232444 1.539689 -0.02 -0.05 -0.02
H -2.009997 1.936060 1.609240 0.00 0.00 0.05
H -1.101039 0.587963 2.329914 -0.06 0.02 -0.02
H -3.257799 -0.835433 1.794516 -0.01 0.09 -0.02
H -3.862246 0.714878 1.156529 0.04 -0.12 0.08
H -4.272600 0.459437 -1.887968 0.08 0.24 -0.06
H -5.490124 -1.721335 -2.985102 -0.11 -0.07 -0.19
H -4.318472 -2.815207 0.709571 -0.03 0.07 -0.13
H -1.627365 -1.582441 -0.536894 0.04 -0.03 0.04
H -0.902890 -1.484888 1.087753 -0.06 0.01 -0.01
H 0.859115 -1.235303 -0.640768 -0.03 0.03 -0.07
H -0.074792 0.036885 -1.436638 -0.03 -0.11 -0.07
H 2.038584 0.844055 2.009421 -0.11 -0.03 0.03
H 1.153650 -0.692808 2.020462 0.10 0.05 0.04
H 2.743650 -2.442301 1.927665 -0.09 -0.05 0.08
H 4.737189 -3.492485 0.906530 0.07 -0.11 -0.01
H 3.299432 1.006460 -0.537283 -0.02 0.13 -0.08

=====

No. 2
52
Properties=species:S:1:pos:R:3:forces:R:3 method="wB97M-V/def2-TZVPD" e_tot_ha=-1937.694441 s_squared=0.762 multiplicity=2
Hg -0.911399 1.197602 -5.348108 -0.03 -0.03 0.05
C -2.179783 0.494859 -1.590761 0.57 -0.42 0.78
N -3.337458 0.279101 -2.402064 -0.35 1.20 0.14
C -4.050789 1.501982 -2.682706 1.66 -0.71 -4.33
C -3.830733 -0.898612 -2.799115 -0.77 -1.30 0.00
O -4.878652 -1.041209 -3.419478 0.28 0.44 0.03
C -3.125350 -2.146661 -2.301874 0.42 -0.04 -1.04
O -1.727271 -2.133753 -2.624599 -0.66 -0.16 0.39
C -1.031612 -2.748241 -1.597257 2.62 -1.15 -0.68
C -1.053579 -4.330451 -1.689025 0.04 1.21 -0.25
O -1.851823 -4.846525 -2.445149 -0.09 -0.11 0.06
N -0.224590 -5.060646 -0.890707 0.52 0.40 0.44
C 0.778340 -4.593962 0.051918 -0.18 1.78 0.38
C -0.476475 -6.458581 -0.709665 -0.46 -0.60 -0.70
H -1.949884 1.553262 -1.554862 -0.06 0.17 -0.12
H -2.318007 0.182677 -0.544820 0.03 -0.11 -0.16
H -1.333261 -0.016044 -2.015019 0.41 -0.18 0.09
H -4.823619 1.282141 -3.436311 0.29 0.22 0.35
H -4.464360 1.943100 -1.873254 -1.33 1.25 2.86
H -3.280983 2.203540 -3.129563 -1.05 -0.46 0.34
H -3.256598 -2.209373 -1.231679 -0.08 0.12 0.56
H -3.580261 -3.034875 -2.727478 -0.18 0.11 -0.20
H 0.015631 -2.333994 -1.558065 -0.86 -0.54 -0.24
H -1.456867 -2.492195 -0.669907 -0.51 0.33 1.55
H 1.292900 -3.661962 -0.268258 -0.40 -0.60 -0.04
H 0.341615 -4.351766 1.055092 0.23 -0.38 -0.63
H 1.539294 -5.357970 0.176182 0.01 -0.10 -0.02
H -0.651924 -6.662600 0.327871 0.00 -0.12 0.81
H -1.398917 -6.709389 -1.231080 0.31 -0.23 -0.24
H 0.380843 -7.065780 -1.033103 -0.33 0.06 -0.12
O 2.472845 4.887696 6.260307 0.38 0.10 -0.55
S 3.698040 5.024103 5.488709 -0.11 -0.30 1.58
O 4.491703 6.205591 5.658753 -0.40 -0.26 -0.59
O 4.527310 3.857982 5.959431 -0.19 -0.03 -0.46
C 3.254675 4.775459 3.761720 -0.17 -0.25 -0.54
N 3.250209 5.919858 3.084812 -0.09 -1.39 0.50
C 2.870961 5.713014 1.835832 -0.56 0.67 -1.88
C 2.627046 4.476888 1.244029 -0.23 -0.72 -0.44
C 2.651662 3.321097 2.073189 -0.13 2.61 -0.59
N 2.895918 3.549735 3.356486 0.90 -0.04 1.30
C 2.197141 2.023911 1.553128 -0.82 -0.53 0.55
C 1.492677 1.134741 2.371651 -0.32 0.66 0.33
C 0.799877 0.089507 1.763954 -0.28 -0.41 1.83
N 0.858543 -0.240651 0.499726 0.96 0.46 -1.69
C 1.631356 0.558845 -0.290412 -0.77 -0.08 0.25
C 2.210414 1.736882 0.194274 0.66 -0.53 -1.49
H 2.693297 6.621139 1.242020 0.30 -0.40 0.16
H 2.326760 4.392694 0.169378 0.37 0.31 1.21
H 1.315552 1.332112 3.448755 0.43 -0.11 -0.88
H 0.156200 -0.519842 2.431972 0.38 0.26 -0.65
H 1.709614 0.293271 -1.375714 -0.12 0.22 1.18
H 2.713773 2.362294 -0.569156 -0.23 -0.30 0.81